{"formula": "CH3NO5", "method": "wB97M-V/def2-TZVPD", "e_lumo_ev": 0.47, "gap_ev": 10.4, "smiles": "[O-][C@]1(O)O[N+]1(O)O", "relative_energy_ev": 3.798, "symbols": ["O", "C", "O", "O", "N", "O", "O", "H", "H", "H"], "coordinates": [[-0.29982, 1.91286, -0.37412], [-0.64137, 0.74176, -0.40914], [-1.03471, -0.05471, -1.40038], [-1.01433, -0.07107, 0.80584], [0.34708, -0.29150, 0.49110], [1.34287, 0.17082, 1.33513], [0.60561, -1.52300, -0.07628], [-1.22745, 0.29452, -2.25663], [1.27832, 1.09391, 1.34339], [0.64379, -2.27359, 0.54110]], "atomic_forces_ev_per_a": [[-1.0, -1.3, -0.2], [0.4, 0.7, 0.6], [-0.6, -0.8, 0.1], [1.1, 0.7, 0.6], [0.6, -0.5, -1.7], [-0.5, -3.8, 0.6], [0.5, 0.6, 0.4], [0.2, 1.2, -0.6], [-0.6, 2.7, -0.5], [-0.2, 0.6, 0.7]]}